No. 1
# C15H19NO3S

C15H19NO3S in the gas phase (ωB97M-V with the def2-TZVPD basis set, the OMol25 dataset).

Values from the calculation:
E_tot = -1261.64635 a.u.
2S+1 = 1
E_HOMO = -7.28 eV
maximum force = 0.92 eV/A
HOMO-LUMO gap = 0.29133 hartree
SMILES string = COCCCn1c(CCC(=O)O)ccc1-c1cccs1

Geometry as XYZ:
```
39
C15H19NO3S ωB97M-V with the def2-TZVPD basis set
H -5.624 0.399 1.292
C -2.703 1.622 0.714
H 4.055 1.170 -1.526
H -2.423 0.208 -0.921
H 6.013 -0.003 -0.290
C -0.635 -1.960 -1.628
C -2.163 1.244 -0.692
H 5.171 -1.285 1.844
H -2.217 -3.968 -1.225
C 1.477 1.014 -0.460
N 0.203 0.576 -0.193
O -3.489 -0.506 1.518
C -3.731 0.612 1.145
H -1.886 1.607 1.437
C -2.580 -3.033 -0.782
S 2.893 -0.569 1.404
C -0.141 -0.644 0.493
H -0.362 -2.874 -2.177
O -4.979 1.079 1.041
H -2.358 -3.026 0.289
H 2.194 2.762 -1.574
C 0.192 -1.888 -0.340
H -1.209 -0.640 0.712
H 0.398 -0.689 1.443
H 0.009 -2.771 0.273
C 4.992 -0.038 0.045
H -2.638 1.876 -1.441
C 4.589 -0.709 1.152
C -0.688 1.422 -0.787
C 2.709 0.417 -0.026
C 1.375 2.166 -1.224
H -3.149 2.614 0.703
H -3.658 -2.965 -0.917
C 3.930 0.603 -0.622
H -0.410 3.240 -1.966
C 0.014 2.420 -1.421
H -0.412 -1.095 -2.259
H 1.246 -1.883 -0.619
O -2.031 -1.915 -1.440
```

=====

No. 2
# C15H19O3

A gas-phase ion, C15H19O3 (charge -1) in a non-equilibrium geometry (ωB97M-V with the def2-TZVPD basis set, the OMol25 dataset).

Values from the calculation:
E_tot = -808.59990 a.u.
2S+1 = 1
E_HOMO = -0.31 eV
total charge = -1
maximum force = 3.55 eV/A
HOMO-LUMO gap = 0.12930 hartree

Geometry as XYZ:
```
37
C15H19O3 ωB97M-V with the def2-TZVPD basis set
H 1.429 0.392 2.083
H -4.519 0.905 2.770
C 0.043 -1.276 2.025
H -4.797 -1.551 2.408
H 2.790 -0.447 0.367
H -5.619 -1.225 0.838
H 1.942 -0.998 3.042
C -1.892 -1.893 -0.360
C -2.067 -2.647 -1.642
H -6.220 0.460 2.596
H -0.198 -1.894 2.908
C 2.269 -1.245 0.903
C -1.468 -2.216 -2.836
H 1.130 -1.441 -0.971
H -2.382 -4.851 -4.819
H -5.387 1.236 1.242
H -3.391 -5.599 -2.641
H -1.090 -2.718 -4.903
C 1.469 -0.701 2.103
H -0.937 -1.259 -2.838
C -2.838 -4.665 -2.719
C -2.687 -3.894 -1.568
H -3.068 -4.220 -0.603
O -3.644 -2.937 0.934
C -1.569 -3.026 -3.972
C -2.275 -4.234 -3.923
O -0.999 -2.735 0.411
C -3.136 -1.899 0.524
C -5.268 0.526 2.067
C 1.284 -1.995 -0.023
H 1.671 -2.990 -0.306
C -4.903 -0.845 1.578
H 3.026 -1.952 1.260
O -3.607 -0.708 0.904
H -1.549 -0.863 -0.501
C 0.060 -2.074 0.792
H -0.715 -0.471 1.987
```

=====

No. 3
# C15H20AlBrO2S4

A molecular structure, C15H20AlBrO2S4 in a non-equilibrium geometry (ωB97M-V with the def2-TZVPD basis set, the OMol25 dataset).

Values from the calculation:
E_tot = -5142.89454 a.u.
2S+1 = 1
E_HOMO = -14.13 eV
total charge = +2
maximum force = 1.78 eV/A
HOMO-LUMO gap = 0.30266 hartree

Geometry as XYZ:
```
43
C15H20AlBrO2S4 ωB97M-V with the def2-TZVPD basis set
H 1.932 2.947 2.395
S 0.260 -2.408 0.854
H -1.475 -3.537 2.031
H -2.932 -0.490 -2.461
C -0.913 -2.632 2.265
H 2.367 -3.509 1.079
C -2.168 -0.318 -3.201
H -1.385 3.601 2.258
C 2.827 1.560 0.982
S -0.896 -0.006 2.909
Br -1.918 -0.164 -7.319
H -2.485 1.722 3.404
H 2.909 -1.296 0.027
H 1.163 0.349 -3.457
O 0.764 0.051 -1.040
C -1.848 1.520 2.541
C -1.887 -1.475 2.434
C 2.885 -1.435 1.108
H 0.587 0.309 -5.854
C -0.169 0.129 -5.104
C -1.488 -0.128 -5.493
C -0.851 2.656 2.364
H -0.337 -2.793 3.175
H 2.242 3.608 0.774
H 2.810 1.337 -0.085
Al 0.136 0.031 0.664
C 1.911 2.725 1.328
H -0.172 2.722 3.213
S 2.269 0.090 1.927
H 3.893 -1.633 1.473
H -2.579 -1.702 3.248
S 0.150 2.473 0.823
H 3.847 1.789 1.295
H 1.938 -2.698 2.593
O -1.319 -0.070 -0.439
C -0.841 -0.075 -2.793
H -3.496 -0.535 -4.860
C 1.979 -2.585 1.512
H -2.439 -1.262 1.516
C -0.476 -0.036 -1.426
H -2.461 1.364 1.649
C -2.485 -0.344 -4.536
C 0.152 0.146 -3.771
```